Record 1
DFT (ωB97M-V with the def2-TZVPD basis set) results for one molecule with the formula C5H6O at a distorted geometry.

E_HOMO (alpha / beta): -7.28 / -7.57 eV
Energy above the lowest of the compared OMol25 structures with the same formula, charge and spin: 518.0 kJ/mol
Total charge: 0
E_LUMO (alpha / beta): 0.653 / 0.183 eV
HOMO-LUMO gap (alpha / beta): 0.2915 / 0.2848 Ha

Cartesian coordinates (Å):
H 2.91312 -1.29457 -0.21727
C -1.06927 -0.62323 -0.13362
H -0.97550 1.94703 0.65283
H 0.65325 2.23022 0.39651
C -2.19466 -1.06750 0.01334
H 1.23941 -2.24686 0.16233
O 1.26952 -0.21675 -0.08816
C -0.20434 1.70242 0.01197
H -2.98662 -1.62375 0.13382
C 1.85403 -1.40124 0.04507
C 0.00075 0.23512 -0.20616
H -0.49969 2.35909 -0.77067


Record 2
DFT (ωB97M-V with the def2-TZVPD basis set) results for one molecule with the formula C6H7N3O at a distorted geometry.

E_HOMO (alpha / beta): -8.35 / -8.35 eV
Energy above the lowest of the compared OMol25 structures with the same formula, charge and spin: 498.4 kJ/mol
Total charge: 0
E_LUMO (alpha / beta): 0.197 / 0.192 eV
HOMO-LUMO gap (alpha / beta): 0.3141 / 0.3141 Ha

Cartesian coordinates (Å):
H 1.47976 0.18926 0.65700
N -3.64860 1.57879 0.12823
H 1.09244 -0.20982 -1.39439
C -0.90296 -0.53588 -0.52896
N -0.45769 -2.32608 1.00983
C -0.13120 -1.18272 0.68104
C -2.62798 0.95967 0.25971
H 0.58435 0.41579 2.07707
C -1.74678 -1.62952 -0.90826
O -1.84215 -2.57768 -0.21360
N -1.48910 0.66696 0.00331
H -0.24021 0.74696 -2.12793
C 0.92814 -0.35685 1.32929
C 0.06595 -0.17221 -1.71686
H 1.59063 -0.98953 1.88000
H -0.03358 -1.06874 -2.48591
H -4.52210 1.67399 0.61436


Record 3
DFT (ωB97M-V with the def2-TZVPD basis set) results for C11H21BrClCsF6Li2MgN3O5P as an isolated structure at a distorted geometry.

E_HOMO: -6.35 eV
Total charge: 0
E_LUMO: -4.804 eV
HOMO-LUMO gap: 0.0570 Ha

Cartesian coordinates (Å):
Cl -0.29598 3.62942 -4.80305
H -2.23168 2.82125 -1.18061
N -0.43360 1.82481 -0.84687
H -2.23712 -0.29016 0.61464
N 3.68761 -0.61811 -1.45424
C -0.09684 -0.64014 -1.57361
H -2.99742 1.00818 -0.28895
H -1.82692 -5.53539 3.09797
H 7.73333 -3.53965 -0.85005
O -0.27888 1.54120 1.39872
H -2.60824 -0.86014 -1.89752
C -1.23235 -4.73885 2.55950
Li 0.32103 -2.84126 -1.34090
H 6.41747 -3.03934 -1.41209
C 1.74798 0.85021 -0.53076
Br -5.32940 5.82361 2.98316
Mg 3.22930 -2.82222 -1.31859
H -2.56492 -0.77480 -3.65794
Cs 0.36086 -4.84431 5.23212
H -0.72961 -0.97452 -0.73900
C 0.24732 -5.14326 2.74592
C -2.34665 0.79579 0.55980
C 0.83814 1.25422 -2.75633
O 6.91194 -3.84793 -1.24712
H 2.02789 1.91241 -0.52531
H 0.47821 -6.07639 2.23298
H 0.82144 -1.28842 -1.59917
C 2.84994 0.10403 -1.15698
C -2.08535 -1.21898 -2.78851
H -2.17475 -2.30899 -2.82012
Li 3.63047 2.11002 0.37750
P -2.27158 4.25173 2.56686
H 1.57321 0.53776 0.50229
O 5.91228 2.21756 -1.56630
H 0.46311 -5.27887 3.80630
C -0.97829 1.41698 0.41532
N 0.93017 1.58862 -3.84806
F -1.89843 4.95783 3.95145
H -1.38823 -3.84063 3.23744
O -0.71704 -0.80058 -2.81272
H 0.92688 -4.36584 2.37494
C -1.41630 2.41975 -1.78335
H -0.96182 3.27233 -2.28427
H -2.83266 1.17875 1.45524
F -0.65985 4.17376 2.30052
O -1.45713 -4.58630 1.26244
F -3.71205 3.55931 2.23078
F -2.23333 4.56549 0.97454
F -2.08357 2.82048 3.33172
C 0.45770 0.80923 -1.40173
H 5.64706 1.31786 -1.79505
H -1.83883 1.71275 -2.49903
F -3.29457 5.79974 2.56608